Molecular formula: C25H45N2OP3SeTl
Method: DFT, ωB97M-V with the def2-TZVPD basis set

Last column: Mulliken charge in e.
Cartesian coordinates (Å):
Tl1 0.32 0.00 0.20  2.3224
P1 1.97 0.99 1.43  0.5775
P2 -0.62 1.72 -1.00  0.1892
P3 1.70 -0.52 -1.58  -0.3357
H1 -1.48 -2.22 0.20  0.4737
C1 -0.46 -2.01 -0.12  -1.0107
C2 0.61 -2.04 0.87  -0.2276
H2 0.35 -2.25 1.91  0.2959
C3 1.73 1.39 3.23  -1.1722
C4 2.78 2.59 0.95  -1.2444
C5 3.49 -0.05 1.65  -1.2720
C6 -1.99 1.36 -2.21  -1.2360
C7 -1.43 3.16 -0.14  -1.1852
C8 0.41 2.78 -2.13  -1.2242
C9 2.61 -2.13 -1.56  -1.5046
C10 3.12 0.55 -2.09  -1.2836
C11 0.87 -0.73 -3.23  -1.6775
H3 -0.27 -2.47 -1.10  0.2543
H4 1.56 -2.50 0.61  0.2986
H5 1.32 0.52 3.75  0.1348
H6 1.03 2.23 3.33  0.3785
H7 2.69 1.67 3.70  0.6333
H8 2.03 3.39 0.97  0.4051
H9 3.17 2.52 -0.07  0.3097
H10 3.61 2.86 1.63  0.5238
H11 3.20 -1.00 2.11  0.3651
H12 4.25 0.44 2.27  0.5523
H13 3.93 -0.29 0.67  0.2684
H14 -2.35 2.27 -2.71  0.4720
H15 -2.83 0.89 -1.68  0.4111
H16 -1.64 0.65 -2.96  0.3195
H17 -1.79 3.89 -0.86  0.4994
H18 -0.70 3.63 0.52  0.3382
H19 -2.27 2.82 0.47  0.4237
H20 -0.20 3.57 -2.58  0.5754
H21 0.85 2.19 -2.94  0.3789
H22 1.22 3.24 -1.56  0.3281
H23 3.17 -2.24 -2.49  0.5015
H24 1.91 -2.96 -1.46  0.4579
H25 3.31 -2.15 -0.72  0.3779
H26 3.58 0.18 -3.02  0.5189
H27 3.88 0.55 -1.31  0.4456
H28 2.80 1.58 -2.25  0.3038
H29 1.58 -1.11 -3.98  0.5824
H30 0.47 0.22 -3.58  0.5149
H31 0.05 -1.43 -3.11  0.4159
C12 -2.30 -0.88 -6.93  0.5698
C13 -3.42 -1.41 -7.58  -0.5427
C14 -3.62 -2.79 -7.58  -0.5276
C15 -2.72 -3.64 -6.94  -0.5909
C16 -1.60 -3.10 -6.30  -0.3259
C17 -1.39 -1.72 -6.29  -0.2586
O1 -2.04 0.47 -6.89  -0.5178
H32 -2.75 0.93 -7.37  0.3035
H33 -4.12 -0.75 -8.08  0.2979
H34 -4.49 -3.20 -8.09  0.3777
H35 -2.88 -4.72 -6.95  0.3853
H36 -0.89 -3.75 -5.80  0.3622
H37 -0.53 -1.29 -5.79  0.4569
C18 -2.48 1.93 4.86  -0.8424
N1 -1.61 0.75 4.94  0.3690
C19 -1.15 0.01 3.89  -0.9948
Se1 -1.55 0.37 2.19  -0.0804
N2 -0.40 -1.03 4.33  0.5880
C20 -0.36 -0.91 5.66  0.7571
C21 0.32 -1.72 6.58  -0.4830
C22 0.21 -1.39 7.94  -0.7131
C23 -0.56 -0.28 8.35  -0.6863
C24 -1.23 0.52 7.39  -0.9696
C25 -1.10 0.17 6.04  0.9009
H38 -2.71 2.33 5.87  0.3186
H39 -3.44 1.64 4.38  0.3469
H40 -1.99 2.72 4.27  0.2904
H41 0.09 -1.78 3.81  0.0568
H42 0.91 -2.57 6.25  0.4410
H43 0.73 -1.99 8.68  0.4364
H44 -0.64 -0.04 9.40  0.4333
H45 -1.82 1.37 7.71  0.3678

The value obtained for the HOMO energy is -13.77 eV. The lowest unoccupied orbital energy comes out at -10.6 eV. For the total energy, the calculation gives -4761.216875 a.u. The calculation puts the frontier orbital gap at 3.21 eV. As for the charge: +3.